Record 1
15
Properties=species:S:1:pos:R:3 method="wB97M-V/def2-TZVPD" orbital_gap_ev="7.9 / 7.9" spin_multiplicity=1 relative_energy_kcal_mol=129.02 charge=0 fmax_ev_per_a=4.25 e_lumo_ev="0.034 / 0.035"
C -1.09666 1.88832 -0.51397
C -0.76822 0.72015 -0.34890
C -0.98783 -0.64077 0.18594
C -2.19400 -1.23991 0.21335
C 0.29697 -1.25628 0.06757
C 1.20917 -0.32257 -0.42532
C 1.86301 0.77660 0.37389
H -1.34135 2.91537 -0.49267
H -3.09355 -0.65228 0.31142
H -2.27559 -2.31590 0.23852
H 0.37572 -2.32026 -0.11346
H 1.92326 -0.73265 -1.14216
H 2.81268 0.43421 0.78706
H 2.08488 1.61272 -0.29329
H 1.19153 1.13324 1.15203



Record 2
14
Properties=species:S:1:pos:R:3 method="wB97M-V/def2-TZVPD" orbital_gap_ev=8.8 spin_multiplicity=1 relative_energy_kcal_mol=105.13 charge=0 fmax_ev_per_a=0.46 e_lumo_ev=0.636
C -1.79081 0.18507 0.21058
C -0.51459 0.27538 -0.60089
C 0.55287 1.19942 -0.04389
C 1.86907 0.73620 -0.15595
N 1.72920 -0.50876 -0.97196
C 0.59859 -0.59052 -0.16764
O 0.45991 -1.42258 0.87722
H -2.37345 1.11004 0.14153
H -1.56379 -0.00226 1.26435
H -2.41147 -0.64122 -0.14451
H -0.64516 0.29850 -1.68561
H 0.30352 1.98640 0.66558
H 1.31197 -1.47357 1.33254
H 2.47415 -1.15210 -0.72135



Copy entry 2 word for word.
14
Properties=species:S:1:pos:R:3 method="wB97M-V/def2-TZVPD" orbital_gap_ev=8.8 spin_multiplicity=1 relative_energy_kcal_mol=105.13 charge=0 fmax_ev_per_a=0.46 e_lumo_ev=0.636
C -1.79081 0.18507 0.21058
C -0.51459 0.27538 -0.60089
C 0.55287 1.19942 -0.04389
C 1.86907 0.73620 -0.15595
N 1.72920 -0.50876 -0.97196
C 0.59859 -0.59052 -0.16764
O 0.45991 -1.42258 0.87722
H -2.37345 1.11004 0.14153
H -1.56379 -0.00226 1.26435
H -2.41147 -0.64122 -0.14451
H -0.64516 0.29850 -1.68561
H 0.30352 1.98640 0.66558
H 1.31197 -1.47357 1.33254
H 2.47415 -1.15210 -0.72135